No. 1
Density functional theory data (the ωB97M-V functional and the def2-TZVPD basis) for 4 unconnected molecules or ions with the total composition C3H14O4.

Positions of all 21 atoms, in Å:
C -0.5620 0.2230 0.4194
O -1.1588 -0.3013 -0.8386
C -0.5337 -0.9075 1.4526
C 0.1681 -0.3130 2.7028
H 0.4371 0.5524 0.2130
H -1.1301 1.0922 0.7769
H -0.4647 -0.4808 -1.4929
H -1.5641 -1.3449 1.6197
H -0.0518 -1.8528 1.0742
H 1.0037 -0.9411 3.0611
H 0.5337 0.6307 2.5796
H -0.6333 -0.3875 3.5352
H 1.5794 0.8661 -2.9344
H 0.4262 1.5434 -2.1839
O 1.2537 1.1008 -2.0929
H -1.8960 1.3894 -1.4785
H -1.9235 2.9845 -1.6425
O -1.5735 2.1722 -2.0619
H 2.6275 -1.4813 -1.0187
H 1.6756 -2.6819 -0.6024
O 1.7866 -1.8625 -1.0878

**Net charge**: +1
**Energy relative to the best compared isomer or geometry (same formula, charge and spin)**: 174.52 kJ/mol
**2S+1**: 2
**HOMO-LUMO gap (alpha / beta)**: 12.43 / 5.43 eV

natural (NBO) atomic charge list, values in e, 5 entries: -0.090, -0.259, -0.387, -0.598, 0.256

---

No. 2
Density functional theory data (the ωB97M-V functional and the def2-TZVPD basis) for a molecular structure, C16H8HoI2N4S2.

Positions of all 33 atoms, in Å:
Ho -1.4514 -0.0811 -0.1948
S -3.2953 -1.9185 -0.6200
C -4.2289 -0.5307 -1.2602
S -3.5914 1.0856 -1.0516
C -5.3864 -0.7786 -1.9247
C -6.1608 0.2972 -2.4535
N -6.7745 1.1751 -2.8696
C -5.8300 -2.1204 -2.1282
N -6.1327 -3.2165 -2.2969
C 2.2783 1.9540 -2.1409
C 1.0465 1.3355 -1.9272
N 0.7251 0.7416 -0.7857
C 1.6450 0.7095 0.2192
C 2.8839 1.3596 0.1068
C 3.1887 1.9857 -1.1175
C 3.7956 1.3525 1.2079
C 3.5050 0.6836 2.3430
C 2.2839 -0.0495 2.4650
C 1.9908 -0.8284 3.5994
C 0.8240 -1.5475 3.6496
C -0.0612 -1.4604 2.5773
N 0.1708 -0.7226 1.4980
C 1.3449 -0.0339 1.4194
H 2.4858 2.4007 -3.1025
H 0.2986 1.3301 -2.7110
H 4.1444 2.4805 -1.2350
H 4.7284 1.8923 1.1068
H 4.1940 0.6722 3.1774
H 2.6962 -0.8577 4.4204
H 0.5732 -2.1682 4.4973
H -0.9950 -2.0116 2.5937
I -1.4569 -1.7861 -2.5821
I 0.5615 -1.3440 -4.4803

**Net charge**: +1
**2S+1**: 5
**HOMO-LUMO gap (alpha / beta)**: 6.53 / 6.56 eV

natural (NBO) atomic charge list, values in e, 5 entries: 1.710, -0.178, -0.207, -0.252, -0.332

---

No. 3
Density functional theory data (the ωB97M-V functional and the def2-TZVPD basis) for C3H8N4O in the gas phase.

Positions of all 16 atoms, in Å:
H -0.9556 1.9261 1.1247
N -0.4292 1.3278 0.5588
C -1.1174 0.3365 -0.0713
C -2.5539 -0.0339 -0.0324
N -0.0173 -0.5876 -0.4634
N 1.2730 0.1672 -1.0402
C 2.4797 0.1172 -0.1845
N 2.1931 -0.7477 0.8024
O 3.3698 0.8745 -0.2107
H -2.6218 -1.1384 0.0698
H -3.0314 0.1921 -1.0993
H -3.3244 0.3935 0.7570
H -0.4392 -1.2031 -1.0652
H 1.1272 1.1310 -1.1583
H 1.2783 -1.4676 0.2983
H 2.7690 -1.2877 1.7145

**Energy relative to the best compared isomer or geometry (same formula, charge and spin)**: 532.94 kJ/mol
**Structure (SMILES)**: [H]/N=C(\C)NNC(N)=O
**2S+1**: 1
**HOMO-LUMO gap**: 9.74 eV

natural (NBO) atomic charge list, values in e, 5 entries: 0.336, -0.662, 0.395, -0.714, -0.487

---

No. 4
Density functional theory data (the ωB97M-V functional and the def2-TZVPD basis) for a molecular structure, C32H52F12KN4O13S.

Positions of all 115 atoms, in Å:
C 4.5625 -1.2444 3.1070
C 3.7845 -0.6371 1.9444
C 3.6776 -1.5752 0.7287
C 3.7778 -0.8780 -0.6298
N 2.4240 -0.6862 -1.2402
C 1.6660 0.1619 -0.4517
N 1.6785 1.4621 -0.3465
C 0.7397 1.8548 0.6465
C 0.4648 3.2404 1.1320
C -0.8658 3.3990 1.8279
C -0.9422 3.5581 3.3165
N -1.8939 3.4503 1.0796
C 0.2172 0.6984 1.0602
C -0.8123 0.4198 2.0933
C -0.5429 -0.8440 2.9188
C -1.7966 -1.7024 2.9590
C -1.9049 -2.3814 1.5997
O -0.8976 -2.7593 0.9993
O -3.1389 -2.5214 1.0763
C -3.2864 -1.7105 -0.1477
C -4.6486 -1.0108 -0.1759
N 0.7846 -0.3459 0.3729
H 4.0612 -2.1251 3.5029
H 4.6773 -0.5366 3.9243
H 5.5583 -1.5422 2.7814
H 2.7994 -0.3998 2.3479
H 4.2742 0.2932 1.6498
H 4.4495 -2.3274 0.8600
H 2.7201 -2.0787 0.8141
H 4.3400 -1.5195 -1.2960
H 4.2431 0.0993 -0.5271
H 2.0059 -1.6176 -1.2746
H 2.2811 2.0565 -0.8880
H 0.4345 3.9009 0.2642
H 1.2706 3.6015 1.7707
H -1.3855 4.5522 3.5879
H 0.0492 3.3973 3.7504
H -1.5644 2.7553 3.7000
H -2.7175 3.6028 1.6646
H -0.8507 1.2353 2.7965
H -1.7507 0.3040 1.5517
H -0.2458 -0.5893 3.9323
H 0.2559 -1.4697 2.5294
H -2.6650 -1.0813 3.1562
H -1.6989 -2.4883 3.7036
H -2.4810 -0.9809 -0.1618
H -3.2171 -2.3958 -0.9872
H -5.2261 -1.3401 0.6762
H -4.5209 0.0636 -0.1552
H -5.1882 -1.2284 -1.0876
H 0.6173 -1.3413 0.5015
C 4.3988 3.2927 1.9844
O 4.2275 4.6478 1.6095
C 5.1297 5.5265 2.2674
C 6.2665 5.9356 1.3594
O 7.1175 4.8380 1.0589
C 6.9043 4.3044 -0.2330
H 3.7996 2.6837 1.3068
H 5.4423 2.9762 1.9114
H 4.0318 3.1376 3.0043
H 5.5158 5.0715 3.1835
H 4.5622 6.4191 2.5470
H 6.8763 6.6837 1.8752
H 5.8786 6.3889 0.4423
H 7.2754 4.9941 -0.9992
H 5.8457 4.0963 -0.4124
H 7.4622 3.3719 -0.3030
C -1.6109 -6.2593 0.2742
C -2.8173 -6.6942 -0.5172
C -4.0432 -5.8325 -0.3158
O -5.1128 -6.7676 -0.5386
C -4.6463 -7.9984 -0.2236
O -5.3287 -8.9652 -0.0939
O -3.3022 -7.9814 -0.0761
H -0.7447 -6.8672 0.0251
H -1.3635 -5.2181 0.0691
H -1.7906 -6.3810 1.3444
H -2.5639 -6.7766 -1.5776
H -4.1049 -5.0068 -1.0199
H -4.1266 -5.4409 0.6999
C -0.7592 2.5551 -2.9865
C -1.1499 1.0781 -2.8014
C -0.3946 0.0153 -3.6086
F -0.5481 0.1966 -4.9409
F -0.8869 -1.1962 -3.3034
F -2.4822 0.9665 -2.9882
F -0.9202 0.8194 -1.4989
O -1.6037 3.3547 -3.8345
C -1.5008 3.4811 -5.1775
C -2.7336 2.8928 -5.8920
F -2.8982 1.6099 -5.6095
F -2.6109 3.0045 -7.2388
F -0.3628 2.9871 -5.6551
F -1.4658 4.8454 -5.4189
H -0.9157 3.0041 -2.0042
H 0.2994 2.6888 -3.2063
H 0.6742 0.0254 -3.3674
H -3.6382 3.4145 -5.5972
C -8.9311 1.4124 -0.4954
C -7.6001 0.6256 -0.5311
O -6.5607 1.3022 -0.7225
O -7.7052 -0.6099 -0.3662
H -8.7647 2.4800 -0.6459
H -9.5978 1.0458 -1.2794
H -9.4204 1.2664 0.4694
K -4.1712 5.0474 -5.5453
F -2.5168 5.5104 4.3321
C 3.9493 -5.5362 -0.1841
F 4.2714 -6.8319 -0.2288
F 3.6485 -5.2425 1.0928
F 5.0585 -4.8380 -0.4947
S 2.5574 -5.1394 -1.3204
O 1.4755 -5.9540 -0.8330
O 3.0631 -5.4987 -2.6206
O 2.3900 -3.7098 -1.1080

**Net charge**: -1
**2S+1**: 1
**HOMO-LUMO gap**: 3.56 eV

Mulliken atomic charge list, values in e, 5 entries: -1.722, 0.829, -0.014, -1.124, -0.065

---

No. 5
Density functional theory data (the ωB97M-V functional and the def2-TZVPD basis) for 2 unconnected molecules or ions with the total composition C18H28BrCl2F4NO2P.

Positions of all 57 atoms, in Å:
C -5.7846 -1.3751 3.3413
C -5.3410 -1.7268 1.9043
F -4.0730 -2.3682 2.0507
C -5.0709 -0.4542 1.0415
C -3.6076 -0.0572 1.2194
C -3.3342 0.8269 2.2312
C -2.0075 1.1858 2.4383
C -0.9595 0.6790 1.6855
C 0.5108 1.0238 1.8713
C 0.8509 1.8919 3.1035
C 1.7530 3.0770 2.7114
Br 1.7645 0.8137 4.4859
C -1.3076 -0.2143 0.6642
C -0.2094 -0.8189 -0.1855
C 0.4693 0.2157 -1.1447
O 1.8779 0.2446 -0.9967
C 2.4932 -0.9434 -1.4576
C 3.6329 -0.6584 -2.4595
F 3.6480 0.6329 -2.8611
F 3.4751 -1.3937 -3.5832
F 4.8502 -0.9472 -1.9820
N -2.6037 -0.5592 0.4571
P -3.0996 -1.7110 -0.8344
C -2.3197 -3.3459 -0.4837
O -2.4269 -1.0377 -2.1937
H -5.0207 -1.6847 4.0671
H -5.9211 -0.2952 3.4694
H -6.7047 -1.8965 3.6302
H -5.9973 -2.4585 1.4259
H -5.3624 -0.5634 -0.0040
H -5.6908 0.3542 1.4500
H -4.1184 1.2313 2.8607
H -1.8108 1.9024 3.2337
H 1.0621 0.0771 1.9653
H 0.9549 1.5207 0.9997
H -0.0098 2.3276 3.6130
H 2.6112 2.7708 2.1038
H 2.0208 3.6859 3.5800
H 1.1340 3.7306 2.0685
H -0.5499 -1.6622 -0.7940
H 0.5496 -1.2244 0.4990
H 0.1519 0.0769 -2.1872
H 0.1381 1.2206 -0.8480
H 2.9238 -1.4636 -0.5874
H 1.7985 -1.6296 -1.9639
H -1.5489 -3.2597 0.2928
H -1.8319 -3.6876 -1.4109
H -3.0762 -4.0925 -0.2233
H -3.1188 -1.1470 -2.8634
Cl 7.3650 3.4981 -3.6047
C 6.4033 2.3062 -4.5162
C 6.9245 0.9042 -4.3475
Cl 8.5030 0.6565 -5.1335
H 6.3962 2.6091 -5.5610
H 5.3841 2.3653 -4.1364
H 6.2294 0.2007 -4.8054
H 7.0305 0.6468 -3.2957

**Net charge**: +1
**Energy relative to the best compared isomer or geometry (same formula, charge and spin)**: 46.67 kJ/mol
**2S+1**: 1
**HOMO-LUMO gap**: 7.86 eV

natural (NBO) atomic charge list, values in e, 5 entries: -0.661, 0.213, -0.394, -0.492, 0.289

---

| no. | E_tot (Ha) | strongest force on any atom (hartree/bohr) |
| --- | --- | --- |
| 1 | -423.25472 | 0.089 |
| 2 | -3173.23909 | 0.025 |
| 3 | -413.21306 | 0.166 |
| 4 | -4644.11288 | 0.084 |
| 5 | -5142.91476 | 0.048 |